No. 1
ORCA calculation (wB97M-V/def2-TZVPD) on an isolated molecule of C4H9NO2.

ORCA input file:
```
! RIJCOSX wB97M-V def2-TZVPD def2/J DEFGRID3
* xyz 0 1
O 2.269 -1.373 -2.550
C 1.131 -1.113 -2.136
C 0.584 -1.392 -0.786
C -0.078 -0.068 -0.309
N -0.256 -0.023 1.140
C -0.410 1.311 1.829
O -1.812 1.705 1.626
H 0.330 -0.757 -2.938
H -0.038 -2.380 -0.759
H 1.511 -1.641 -0.162
H 0.645 0.720 -0.717
H -1.069 -0.072 -0.868
H -1.127 -0.423 1.485
H -0.147 1.178 2.875
H 0.377 1.976 1.327
H -1.910 2.352 0.944
*
```

The total energy is -9877.13410 eV. Its structure (SMILES) is O=CCCNCO. Its frontier orbital gap is 10.03 eV. The value obtained for the relative energy (zero: lowest compared OMol25 entry of this formula, charge and spin) is 282.4 kJ/mol.

Atom charges from the Mulliken analysis, given in e for atoms 1 to 2: atom 1 (O): -0.4882, atom 2 (C): 0.0265

---

No. 2
ORCA calculation (wB97M-V/def2-TZVPD) on a cluster of 2 separate species, C3H6IO3P in total.

ORCA input file:
```
! RIJCOSX wB97M-V def2-TZVPD def2/J DEFGRID3
* xyz 0 1
C -0.134 -2.480 3.332
C -0.620 -0.048 -3.012
C 1.127 0.867 1.620
O 0.051 -1.880 4.269
O -0.358 0.750 -1.894
O 0.672 1.131 0.290
P 0.026 -0.073 -0.521
I -2.268 -0.018 0.419
H -0.242 -1.062 -3.074
H -0.255 0.379 -3.994
H -1.720 -0.182 -3.302
H 0.239 0.851 2.216
H 1.622 1.813 1.856
H 1.861 -0.048 1.795
*
```

The total energy is -26740.13521 eV. Its frontier orbital gap is 9.56 eV. The value obtained for the relative energy (zero: lowest compared OMol25 entry of this formula, charge and spin) is 114.0 kJ/mol.

Atom charges from the Mulliken analysis, given in e for atoms 1 to 2: atom 1 (C): 0.1315, atom 2 (C): -0.7589

---

No. 3
ORCA calculation (wB97M-V/def2-TZVPD) on the ion C3H6F3N3O with charge +2.

ORCA input file:
```
! RIJCOSX wB97M-V def2-TZVPD def2/J DEFGRID3
* xyz 2 1
C 1.139 -0.788 -0.638
N 0.016 -0.019 -0.032
C -1.064 -1.089 0.147
N 0.374 0.456 1.222
N 0.443 0.829 2.304
O 0.437 1.246 3.321
C -0.404 1.349 -1.025
F -0.634 0.826 -2.167
F 0.707 2.000 -1.027
F -1.380 1.933 -0.356
H 1.618 -0.237 -1.524
H 1.925 -0.924 0.235
H 0.830 -1.763 -1.015
H -1.865 -0.808 0.945
H -1.493 -0.930 -0.831
H -0.648 -2.080 0.441
*
```

The total energy is -17851.43336 eV. Its structure (SMILES) is C[N+](C)(N=[N+]=O)C(F)(F)F. Its frontier orbital gap is 12.11 eV. The value obtained for the relative energy (zero: lowest compared OMol25 entry of this formula, charge and spin) is 39.2 kJ/mol.

Atom charges from the Mulliken analysis, given in e for atoms 1 to 2: atom 1 (C): -0.5969, atom 2 (N): 0.4905

---

No. 4
ORCA calculation (wB97M-V/def2-TZVPD) on a cluster of 2 separate species, C5H14O3 in total.

ORCA input file:
```
! RIJCOSX wB97M-V def2-TZVPD def2/J DEFGRID3
* xyz 0 1
O -1.843 2.390 -0.227
C -2.912 1.454 0.095
C -2.445 -0.079 0.092
C -1.157 -0.196 0.733
C -0.419 -1.513 0.457
C 1.066 -1.577 0.714
O 1.672 -1.198 -0.558
H -1.170 2.340 0.458
H -3.201 1.866 1.081
H -3.691 1.789 -0.713
H -2.278 -0.339 -0.995
H -3.224 -0.869 0.323
H -1.298 -0.172 1.861
H -0.457 0.690 0.502
H -0.940 -2.447 0.659
H -0.360 -1.588 -0.706
H 1.313 -2.632 1.014
H 1.370 -0.856 1.533
H 1.996 -2.146 -0.964
O 4.904 0.736 -1.020
H 4.821 0.171 -1.825
H 4.455 0.231 -0.320
*
```

The total energy is -11552.27737 eV. Its structure (SMILES) is OCCCCCO.O. Its frontier orbital gap is 10.62 eV. The value obtained for the relative energy (zero: lowest compared OMol25 entry of this formula, charge and spin) is 178.2 kJ/mol.

Atom charges from the Mulliken analysis, given in e for atoms 1 to 2: atom 1 (O): -0.5244, atom 2 (C): -0.5023

---

No. 5
ORCA calculation (wB97M-V/def2-TZVPD) on a cluster of 5 separate species, C37H79BBrClIN2O23P5S in total.

ORCA input file:
```
! RIJCOSX wB97M-V def2-TZVPD def2/J DEFGRID3
* xyz 0 1
C 3.070 2.509 3.517
C 1.552 1.907 3.406
C 0.915 2.121 1.978
I -0.968 3.250 2.346
C 0.676 0.797 1.029
N -0.541 0.150 1.469
C -0.693 -0.576 2.520
C -0.832 -2.202 2.397
C -1.018 -0.115 4.050
O 0.913 1.248 -0.292
C 0.084 1.427 -1.383
C -1.511 1.173 -1.176
P -0.019 3.334 -1.724
O 0.611 4.180 -0.580
C 0.749 0.584 -2.652
Br -0.960 -0.245 -3.505
C 1.123 1.370 -3.977
C 2.405 2.254 -4.189
C 3.739 1.568 -4.743
O 3.561 0.278 -5.383
N 1.705 -0.462 -2.230
C 1.459 -1.799 -2.841
C 2.498 -2.990 -2.710
C 2.016 -4.169 -1.689
C 3.270 -5.219 -1.678
S 4.588 -4.762 -0.459
O 4.644 -3.301 -0.124
O 5.936 -5.146 -1.050
Cl 4.331 -5.794 1.363
C 3.093 -0.213 -2.007
C 3.893 0.968 -1.404
C 5.425 0.607 -1.156
C 6.436 1.584 -0.545
C 6.006 3.002 -0.125
C 4.555 3.443 -0.376
C 4.047 4.921 -0.009
C 3.591 2.407 -1.002
B 1.906 -0.316 1.199
O 1.716 -1.643 0.627
O 3.198 -0.084 1.745
H 3.661 2.390 2.544
H 3.622 1.845 4.288
H 3.089 3.566 3.940
H 1.615 0.855 3.826
H 0.971 2.517 4.197
H 1.633 2.811 1.389
H -0.718 -2.441 1.282
H -1.917 -2.425 2.681
H -0.064 -2.731 3.059
H -0.102 -0.121 4.723
H -1.604 0.880 4.078
H -1.751 -0.872 4.532
H -1.702 1.803 -0.208
H -2.182 1.703 -1.914
H -1.794 0.136 -0.842
H 0.603 3.777 -2.917
H -1.390 3.809 -1.812
H 1.127 0.602 -4.845
H 0.208 2.032 -4.244
H 2.581 3.020 -3.341
H 2.112 2.977 -5.055
H 4.191 2.251 -5.564
H 4.586 1.458 -3.982
H 4.245 -0.350 -5.047
H 1.412 -1.622 -3.987
H 0.502 -2.314 -2.444
H 3.569 -2.770 -2.414
H 2.579 -3.549 -3.722
H 1.126 -4.759 -2.082
H 1.920 -3.809 -0.613
H 3.746 -5.139 -2.723
H 2.943 -6.295 -1.490
H 3.699 -0.551 -2.946
H 3.382 -1.032 -1.219
H 5.846 -0.430 -1.435
H 7.522 1.282 -0.389
H 6.723 3.760 0.324
H 4.180 5.543 -0.972
H 2.917 4.959 0.215
H 4.682 5.434 0.789
H 2.536 2.763 -1.216
H 0.903 -1.550 0.082
H 3.726 0.575 1.245
C -2.012 -2.146 10.130
O -2.420 -1.515 8.914
P -3.412 -2.525 7.928
O -2.964 -1.792 6.666
O -4.761 -1.809 8.567
C -4.746 -0.463 9.020
O -4.386 -3.623 7.050
C -5.494 -3.089 6.346
H -1.402 -1.443 10.704
H -2.886 -2.428 10.725
H -1.418 -3.035 9.905
H -4.097 0.175 8.415
H -4.436 -0.441 10.066
H -5.765 -0.065 8.963
H -5.212 -2.215 5.758
H -6.301 -2.835 7.036
H -5.864 -3.860 5.669
C -3.840 -0.070 1.099
O -4.417 -1.346 1.388
P -6.020 -1.245 2.017
O -5.844 -2.569 2.750
O -6.627 -1.494 0.497
C -5.919 -2.254 -0.472
O -7.602 -1.004 2.628
C -8.609 -1.925 2.242
H -2.839 -0.220 0.696
H -4.447 0.464 0.361
H -3.772 0.522 2.016
H -5.363 -3.084 -0.027
H -5.246 -1.595 -1.022
H -6.640 -2.669 -1.185
H -8.279 -2.958 2.355
H -8.921 -1.740 1.212
H -9.475 -1.762 2.887
C -3.464 10.466 -0.201
O -2.060 10.205 -0.188
P -1.646 8.779 0.692
O -0.258 9.329 0.999
O -1.631 7.910 -0.719
C -1.293 8.513 -1.959
O -1.388 7.350 1.601
C -0.383 6.449 1.153
H -3.648 11.372 -0.785
H -4.003 9.631 -0.659
H -3.822 10.620 0.820
H -0.526 9.284 -1.854
H -2.194 8.929 -2.413
H -0.907 7.736 -2.630
H 0.551 6.964 0.924
H -0.729 5.895 0.281
H -0.200 5.728 1.955
C 3.007 -8.705 -5.685
O 1.723 -8.077 -5.697
P 1.812 -6.358 -5.808
O 0.465 -6.246 -5.102
O 1.600 -6.449 -7.447
C 0.883 -7.519 -8.047
O 1.964 -4.653 -5.893
C 1.021 -3.939 -6.679
H 2.868 -9.788 -5.627
H 3.558 -8.465 -6.600
H 3.576 -8.371 -4.814
H 0.050 -7.863 -7.429
H 1.571 -8.340 -8.252
H 0.478 -7.172 -9.005
H -0.002 -4.249 -6.465
H 1.239 -4.064 -7.741
H 1.123 -2.878 -6.439
*
```

The total energy is -238323.03878 eV. Its structure (SMILES) is CC[C@H](I)[C@@](N=C(C)C)(O[C@@](C)([PH2]=O)[C@@](Br)(CCCO)N(CCCCS(=O)(=O)Cl)Cc1cccc(C)c1)B(O)O.COP(=O)(OC)OC.COP(=O)(OC)OC.COP(=O)(OC)OC.COP(=O)(OC)OC. Its frontier orbital gap is 4.66 eV.

Atom charges from the Mulliken analysis, given in e for atoms 1 to 2: atom 1 (C): -1.0095, atom 2 (C): 0.1966

---

No. 6
ORCA calculation (wB97M-V/def2-TZVPD) on a structure of composition C28H42BrCrN3P2.

ORCA input file:
```
! RIJCOSX wB97M-V def2-TZVPD def2/J DEFGRID3
* xyz 2 5
C -3.148 -1.800 2.194
C -2.352 -1.963 1.026
C -3.059 -2.213 -0.182
C -4.455 -2.256 -0.163
N -5.209 -2.078 0.939
C -4.539 -1.868 2.089
C -0.937 -1.828 1.050
C 0.320 -2.063 1.092
C 1.386 -3.020 1.239
C 2.736 -2.614 1.134
C 3.787 -3.525 1.271
C 3.489 -4.873 1.520
C 2.158 -5.312 1.631
C 1.119 -4.390 1.491
Cr 0.226 0.053 0.769
P -1.450 1.680 0.552
H -2.507 -2.361 -1.116
H -2.668 -1.609 3.158
H -5.004 -2.440 -1.098
H -5.156 -1.738 2.989
H 0.079 -4.723 1.576
H 2.934 -1.555 0.939
H 1.945 -6.366 1.826
H 4.827 -3.197 1.187
C -0.903 3.449 0.254
C -1.854 4.434 -0.438
H 0.032 3.355 -0.328
H -0.593 3.832 1.245
H -1.360 5.414 -0.571
H -2.143 4.073 -1.440
H -2.776 4.599 0.140
C -2.625 1.294 -0.857
C -4.098 1.712 -0.776
H -2.566 0.196 -0.952
H -2.146 1.706 -1.764
H -4.638 1.350 -1.669
H -4.593 1.264 0.102
H -4.226 2.806 -0.728
C -2.543 1.756 2.069
C -3.397 2.997 2.356
H -1.852 1.578 2.910
H -3.168 0.846 2.007
H -3.949 2.864 3.304
H -2.771 3.901 2.466
H -4.138 3.190 1.565
Br 4.912 -6.131 1.714
P 1.321 -0.005 -1.363
C 0.592 1.118 -2.681
C 1.403 1.512 -3.923
H 0.304 2.031 -2.130
H -0.360 0.634 -2.971
H 0.817 2.203 -4.556
H 2.334 2.035 -3.644
H 1.674 0.642 -4.541
C 3.158 0.402 -1.407
C 4.064 -0.196 -2.491
H 3.532 0.096 -0.415
H 3.210 1.508 -1.405
H 5.112 0.115 -2.328
H 4.041 -1.299 -2.462
H 3.776 0.123 -3.505
C 1.208 -1.727 -2.098
C 1.244 -1.936 -3.616
H 0.263 -2.128 -1.687
H 2.005 -2.310 -1.599
H 1.112 -3.008 -3.853
H 0.429 -1.388 -4.120
H 2.198 -1.613 -4.064
N 2.042 2.270 1.660
C 2.988 2.526 2.580
C 3.191 1.387 3.331
C 2.324 0.453 2.808
N 1.636 1.019 1.799
H 1.692 2.944 0.954
H 3.494 3.475 2.699
H 3.877 1.255 4.156
H 2.189 -0.564 3.150
*
```

The total energy is -151213.89070 eV. Its frontier orbital gap (spin up / spin down) is 6.95 / 6.34 eV. The value obtained for the relative energy (zero: lowest compared OMol25 entry of this formula, charge and spin) is 0.0 kJ/mol.

Atom charges from the Mulliken analysis, given in e for atoms 1 to 2: atom 1 (C): -0.3752, atom 2 (C): 0.8163